(1)
Below is the ion C16H21N3 with charge +2, with properties calculated with ωB97M-V with the def2-TZVPD basis set.

Last column: Löwdin charge in e.
Atoms and positions in Å:
C -3.97 4.25 3.13  0.1074
C -4.36 3.66 1.97  -0.0820
N -3.55 2.54 1.45  -0.0316
C -2.34 2.87 0.97  0.0358
C -1.51 1.89 0.48  0.0577
C -1.94 0.56 0.46  -0.1230
C -1.04 -0.48 -0.12  -0.1308
C -0.60 -0.32 -1.43  0.0548
C 0.23 -1.26 -1.99  0.0381
N 0.63 -2.32 -1.28  -0.0635
N 1.47 -3.23 -1.91  0.0429
C 2.91 -2.85 -1.94  -0.1489
C 3.40 -2.04 -0.74  -0.1830
C 3.24 -0.50 -0.87  -0.2624
C 4.53 0.26 -0.56  -0.0905
C 0.20 -2.51 -0.02  0.0323
C -0.64 -1.61 0.59  0.0604
C -3.20 0.25 0.97  0.0603
C -3.98 1.27 1.45  0.0388
H -3.91 3.71 4.08  0.0929
H -3.72 5.30 3.16  0.0919
H -5.25 3.91 1.41  0.1362
H -2.03 3.90 0.98  0.1578
H -0.53 2.14 0.09  0.1429
H -0.89 0.53 -2.03  0.1456
H 0.61 -1.19 -3.00  0.1642
H 1.31 -4.17 -1.58  0.1452
H 3.13 -2.31 -2.86  0.1219
H 3.45 -3.79 -1.96  0.1307
H 2.95 -2.37 0.21  0.1060
H 4.47 -2.25 -0.64  0.1172
H 2.88 -0.29 -1.87  0.0934
H 2.48 -0.17 -0.15  0.0899
H 4.27 1.26 -0.20  0.0743
H 5.10 -0.20 0.25  0.0824
H 5.14 0.41 -1.45  0.0842
H 0.54 -3.39 0.50  0.1597
H -0.96 -1.77 1.61  0.1448
H -3.55 -0.77 0.99  0.1446
H -4.98 1.09 1.84  0.1615

The calculation puts the lowest unoccupied orbital energy at -7.796 eV. As for the electronic energy: -785.85344 Ha. Its HOMO energy is -15.49 eV. The total charge is +2. The gap between HOMO and LUMO comes out at 7.69 eV.



(2)
Below is a cluster of 2 separate species, C7H5N5 in total, with properties calculated with ωB97M-V with the def2-TZVPD basis set.

Last column: Löwdin charge in e.
Atoms and positions in Å:
C -0.14 1.56 -0.19  -0.3210
C -2.37 1.39 -0.76  -0.2254
C 2.44 -1.22 0.17  -0.0738
C 1.60 -1.18 -0.94  -0.1414
C 1.67 -1.09 1.29  -0.0499
C -0.62 -0.43 1.44  -0.2465
C -1.12 1.22 -1.11  -0.1290
N 0.81 2.02 0.28  0.1904
N -3.49 1.70 -0.57  0.1929
N 0.37 -1.01 -0.54  0.0631
N -1.54 0.01 1.98  0.2090
N 0.43 -0.95 0.79  -0.1467
H 3.53 -1.55 0.11  0.1264
H 1.72 -1.65 -1.94  0.1304
H 2.00 -0.67 2.27  0.1504
H -1.11 0.86 -2.15  0.1356
H -4.17 1.00 -0.14  0.1353

The calculation puts the lowest unoccupied orbital energy at 0.581 eV. The SMILES is N#Cn1cccn1.N#CC=C=N. As for the electronic energy: -543.37364 Ha. Its HOMO energy is -9.17 eV. The gap between HOMO and LUMO comes out at 9.75 eV.



Q: Look up the gap between HOMO and LUMO of the second one.
A: 9.75 eV



Q: Look up the electronic energy of the second one.
A: -543.37364 Ha